{"formula": "C4H10N2", "method": "ωB97M-V/def2-TZVPD", "symbols": ["N", "N", "C", "C", "C", "C", "H", "H", "H", "H", "H", "H", "H", "H", "H", "H"], "coordinates": [[-0.2865, 0.9512, -1.9653], [0.1852, 0.8749, 1.3571], [0.5397, -0.7387, -0.2143], [0.8216, 0.3332, -1.2490], [-1.2230, -1.2384, 1.4803], [-0.3491, -0.3832, 0.8743], [-1.8461, -0.7960, 2.2678], [-0.2150, 1.1507, 2.2753], [0.5087, -1.6089, -0.8345], [1.6872, -0.1424, -1.8758], [1.3707, 1.1068, -0.6625], [-0.8161, 0.2936, -2.4800], [-0.7873, 1.5225, -1.3844], [-1.6436, -2.0681, 1.0957], [0.5971, 1.6614, 0.9689], [1.4564, -0.9186, 0.3463]], "atomic_forces_ev_per_a": [[3.2, -1.5, -1.2], [-3.4, -2.3, 4.3], [1.6, -0.7, -1.5], [2.6, 0.6, 0.3], [0.8, 5.5, 1.3], [0.0, 0.3, 0.5], [0.4, -0.3, 0.1], [0.4, -0.4, -1.0], [-1.5, -1.3, 0.3], [-1.9, 1.1, 0.3], [-0.4, 0.0, -1.0], [-0.8, -0.5, -0.3], [-1.8, 1.4, 1.5], [-0.5, -2.8, -1.7], [0.6, 0.7, -1.8], [0.6, 0.1, -0.3]], "nbo_charge": [-0.837, -0.867, -0.494, -0.200, -0.514, 0.228, 0.185, 0.376, 0.217, 0.189, 0.167, 0.360, 0.360, 0.207, 0.397, 0.225], "smiles": "C=C(N)CCN", "energy_ha": -267.83894, "orbital_gap_ev": 9.36, "relative_energy_kj_mol": 226.8, "homo_energy_ev": -8.3458}